Here is 3 unconnected molecules or ions with the total composition C2H10N2O at a distorted geometry from the OMol25 dataset. Energies are from wB97M-V/def2-TZVPD.

Last columns: bonded neighbours and bond lengths (Å).
Positions of all 15 atoms, in Å:
1 C 0.8024 -1.1234 -1.3825  N2 1.448, H5 1.097, H6 1.068, H7 1.133
2 N -0.1870 -0.5972 -0.4649  C1 1.448, H8 1.023
3 C 0.2942 1.3336 -0.5209  O4 1.239, H9 1.159, H10 1.161
4 O 0.6061 1.7306 -1.6529  C3 1.239
5 H 0.9363 -0.6293 -2.3525  C1 1.097
6 H 0.7274 -2.1747 -1.5553  C1 1.068
7 H 1.8146 -0.9166 -0.9179  C1 1.133
8 H -1.0327 -0.4973 -1.0314  N2 1.023
9 H 1.0606 1.0891 0.3137  C3 1.159
10 H -0.6815 1.6569 0.0184  C3 1.161
11 N -0.8741 0.0148 1.9882  H12 1.129, H13 1.033, H14 1.032, H15 0.988
12 H -0.7076 -0.3163 0.9219  N11 1.129
13 H -1.2526 0.9403 1.7273  N11 1.033
14 H -1.5186 -0.6123 2.4941  N11 1.032
15 H 0.0127 0.1017 2.4148  N11 0.988

Calculated values
Kohn-Sham gap	7.5	eV
E_LUMO	-0.0526	eV
HOMO energy	-7.5	eV
energy above the lowest of the compared OMol25 structures with the same formula, charge and spin	3.3713	eV